# 1
Computed, not measured: a cluster of 2 separate species, C4H12N2 in total in a non-equilibrium geometry, with the ωB97M-V functional and the def2-TZVPD basis.

```
18
Properties=species:S:1:pos:R:3
C 0.438 -1.830 0.405
C -0.662 -1.405 1.374
N -1.781 -0.849 0.654
H 0.199 -1.497 -0.609
H 1.458 -1.502 0.586
H 0.559 -2.906 0.235
H -0.993 -2.283 1.935
H -0.185 -0.749 2.121
H -1.486 -0.128 0.006
H -2.608 -0.619 1.178
C 0.889 2.024 -0.032
C 0.201 1.322 -2.112
N -0.145 1.486 -0.917
H 1.700 2.444 -0.633
H 1.264 1.232 0.617
H 0.449 2.783 0.612
H 1.175 1.562 -2.557
H -0.473 0.915 -2.863
```

* LUMO energy: 1.114 eV
* charge: 0
* molar mass: 88.15 g mol⁻¹
* energy above the lowest of the compared OMol25 structures with the same formula, charge and spin: 1.489 eV
* highest occupied orbital energy: -0.3129 Eh
* HOMO-LUMO gap: 9.63 eV
* SMILES string: C=NC.CCN
* E_tot: -7321.5395 eV
* strongest force on any atom: 0.0311 Eh/bohr

***

# 2
Computed, not measured: an isolated molecule of C4H12N2 in a non-equilibrium geometry, with the ωB97M-V functional and the def2-TZVPD basis.

```
18
Properties=species:S:1:pos:R:3
C -1.495 -1.337 -1.350
C -1.138 -0.038 0.681
C 0.116 0.494 0.023
C 2.465 1.057 0.481
H -2.205 -1.620 -2.091
H -1.108 -2.339 -0.923
H -0.497 -0.889 -1.777
H -2.965 -0.389 0.109
H -0.901 -0.787 1.419
H -1.564 0.775 1.309
H 0.587 -0.200 -0.725
H -0.106 1.437 -0.560
H 1.186 -0.055 1.608
H 2.545 2.013 -0.111
H 2.864 0.141 -0.090
H 3.211 1.183 1.345
N -2.061 -0.269 -0.393
N 1.066 0.823 1.047
```

* LUMO energy: 1.082 eV
* charge: 0
* molar mass: 88.15 g mol⁻¹
* energy above the lowest of the compared OMol25 structures with the same formula, charge and spin: 2.098 eV
* highest occupied orbital energy: -0.3214 Eh
* HOMO-LUMO gap: 9.83 eV
* SMILES string: CNCCNC
* E_tot: -7320.9304 eV
* strongest force on any atom: 0.0571 Eh/bohr

***

Please write out number 2 again, unchanged.
Computed, not measured: an isolated molecule of C4H12N2 in a non-equilibrium geometry, with the ωB97M-V functional and the def2-TZVPD basis.

```
18
Properties=species:S:1:pos:R:3
C -1.495 -1.337 -1.350
C -1.138 -0.038 0.681
C 0.116 0.494 0.023
C 2.465 1.057 0.481
H -2.205 -1.620 -2.091
H -1.108 -2.339 -0.923
H -0.497 -0.889 -1.777
H -2.965 -0.389 0.109
H -0.901 -0.787 1.419
H -1.564 0.775 1.309
H 0.587 -0.200 -0.725
H -0.106 1.437 -0.560
H 1.186 -0.055 1.608
H 2.545 2.013 -0.111
H 2.864 0.141 -0.090
H 3.211 1.183 1.345
N -2.061 -0.269 -0.393
N 1.066 0.823 1.047
```

* LUMO energy: 1.082 eV
* charge: 0
* molar mass: 88.15 g mol⁻¹
* energy above the lowest of the compared OMol25 structures with the same formula, charge and spin: 2.098 eV
* highest occupied orbital energy: -0.3214 Eh
* HOMO-LUMO gap: 9.83 eV
* SMILES string: CNCCNC
* E_tot: -7320.9304 eV
* strongest force on any atom: 0.0571 Eh/bohr

***

Question: Which value of molar mass does entry 1 give?
Answer: 88.15 g mol⁻¹

***

Question: Which formula does entry 2 have?
Answer: C4H12N2